Below is 13 unconnected molecules or ions with the total composition C74H186N12O25 at a distorted geometry, with properties calculated with ωB97M-V/def2-TZVPD.

2S+1: 1
Energy above the lowest of the compared OMol25 structures with the same formula, charge and spin: 465.7 kJ/mol
LUMO level: 0.29 eV
M: 1644.361 g mol⁻¹

Element x y z (Å)
C (9.59730, -1.51929, -4.79324)
O (8.27838, -1.76658, -5.21244)
C (7.35977, -1.66771, -4.13153)
C (5.95923, -2.01388, -4.65212)
N (4.90105, -1.74509, -3.68371)
C (3.56215, -1.71649, -4.33203)
C (3.34277, -0.34698, -5.02573)
O (3.94695, 0.68562, -4.28359)
C (3.56455, 1.95183, -4.77838)
H (9.77767, -0.51905, -4.38380)
H (10.22581, -1.70998, -5.66041)
H (9.88256, -2.20421, -3.98415)
H (7.36647, -0.62736, -3.79379)
H (7.61364, -2.39438, -3.35567)
H (5.98470, -3.03197, -5.04570)
H (5.77294, -1.38776, -5.53630)
H (5.02013, -0.78965, -3.36054)
H (2.85083, -1.93545, -3.53961)
H (3.45174, -2.47506, -5.10710)
H (2.27707, -0.15363, -5.19790)
H (3.81420, -0.38309, -6.01589)
H (3.71530, 2.02322, -5.86281)
H (4.15408, 2.76796, -4.36426)
H (2.49944, 2.11766, -4.59123)
C (5.84567, 7.73268, -2.99002)
O (4.93426, 7.03729, -2.14956)
C (3.75001, 7.81132, -1.90150)
C (2.75624, 6.96392, -1.17788)
N (3.24738, 6.51836, 0.13005)
C (2.72609, 5.27060, 0.66739)
C (3.59063, 4.79399, 1.82575)
O (4.85966, 4.39384, 1.31772)
C (5.60699, 3.56009, 2.15879)
H (6.37361, 8.49532, -2.41260)
H (5.29776, 8.19140, -3.81794)
H (6.53719, 6.98901, -3.38046)
H (3.44781, 8.22772, -2.86697)
H (4.05165, 8.70339, -1.33278)
H (2.69396, 6.10832, -1.87213)
H (1.75611, 7.38741, -1.09362)
H (4.22605, 6.32548, -0.08521)
H (2.57858, 4.43801, -0.02500)
H (1.82709, 5.53427, 1.23654)
H (3.05583, 3.97801, 2.32884)
H (3.68655, 5.50184, 2.65496)
H (5.32079, 2.50002, 2.14240)
H (5.50157, 3.88225, 3.20213)
H (6.65846, 3.59078, 1.87315)
C (9.52898, 6.66636, -3.48027)
O (8.55999, 5.68553, -3.28619)
C (8.86553, 4.39917, -3.79907)
C (7.83714, 3.41368, -3.23353)
N (7.51666, 3.73181, -1.83150)
C (6.18322, 3.24012, -1.44853)
C (5.98676, 1.75793, -1.54432)
O (6.74930, 1.06087, -0.61421)
C (6.63734, -0.34109, -0.54783)
H (9.56107, 6.97796, -4.53758)
H (10.55393, 6.36023, -3.24716)
H (9.22889, 7.57148, -2.95348)
H (9.85235, 4.11629, -3.41726)
H (8.85439, 4.44981, -4.89150)
H (8.32845, 2.43790, -3.14311)
H (6.98429, 3.21462, -3.89393)
H (7.63057, 4.72720, -1.71197)
H (5.47852, 3.78014, -2.09427)
H (5.99040, 3.55906, -0.42692)
H (5.95402, 1.35672, -2.56918)
H (4.92124, 1.62526, -1.27356)
H (5.65350, -0.71639, -0.86282)
H (6.87556, -0.72499, 0.43747)
H (7.27511, -0.73461, -1.34878)
C (-5.05623, 1.20732, -1.76722)
O (-5.58400, 0.27307, -0.85007)
C (-6.50994, 0.75135, 0.11805)
C (-7.78934, 1.32492, -0.45584)
N (-7.74618, 2.76299, -0.81954)
C (-8.47871, 3.56396, 0.17552)
C (-9.94074, 3.80585, -0.20528)
O (-10.04914, 4.13182, -1.57384)
C (-11.18665, 3.72092, -2.25155)
H (-4.59505, 2.07157, -1.27979)
H (-5.67144, 1.46371, -2.63100)
H (-4.18953, 0.67151, -2.17417)
H (-5.96249, 1.36836, 0.83897)
H (-6.78461, -0.19843, 0.58945)
H (-8.69881, 1.08424, 0.10201)
H (-7.86972, 0.80411, -1.41840)
H (-8.40354, 2.82639, -1.59365)
H (-7.98826, 4.52067, 0.38122)
H (-8.47928, 3.09755, 1.16614)
H (-10.27837, 4.66749, 0.38048)
H (-10.58571, 2.95329, 0.03253)
H (-12.07085, 4.30605, -1.95664)
H (-11.49852, 2.70568, -1.95473)
H (-11.04992, 3.72604, -3.33001)
C (-0.47192, -0.08072, 6.82961)
O (0.42451, 0.61216, 7.65668)
C (1.76843, 0.58625, 7.16717)
C (2.57355, 1.42186, 8.09476)
N (2.44676, 1.05897, 9.49810)
C (3.19916, 1.96629, 10.35599)
C (2.79648, 1.96930, 11.82184)
O (3.58522, 2.89120, 12.59415)
C (4.88914, 2.42465, 12.79367)
H (-0.16160, -1.12872, 6.79832)
H (-0.54249, 0.26902, 5.79188)
H (-1.51097, 0.01434, 7.14451)
H (1.76569, 0.97142, 6.14473)
H (2.12648, -0.45050, 7.13737)
H (2.17089, 2.43450, 7.92401)
H (3.63614, 1.44299, 7.84978)
H (1.47732, 1.02774, 9.78742)
H (3.25099, 2.98387, 9.95192)
H (4.24507, 1.63603, 10.36861)
H (2.87603, 1.00865, 12.33110)
H (1.76584, 2.32640, 11.85433)
H (4.86790, 1.53028, 13.43541)
H (5.48504, 3.17667, 13.30812)
H (5.48837, 2.07801, 11.94376)
C (-1.97948, -2.25366, -1.95994)
O (-1.02601, -1.23578, -2.23445)
C (0.33696, -1.52221, -1.93265)
C (1.09898, -0.22420, -2.17603)
N (1.21900, 0.60633, -0.98574)
C (2.23485, 0.21818, 0.00836)
C (2.34378, 1.19936, 1.17086)
O (1.36974, 0.80819, 2.12089)
C (1.16364, 1.77001, 3.16688)
H (-2.16893, -2.46524, -0.90415)
H (-1.67776, -3.13985, -2.52663)
H (-2.91819, -1.93335, -2.41773)
H (0.75743, -2.28513, -2.59629)
H (0.48689, -1.80806, -0.88715)
H (0.67118, 0.30714, -3.03625)
H (2.08103, -0.27648, -2.65800)
H (0.34865, 0.50655, -0.48151)
H (3.17897, 0.22638, -0.54190)
H (1.92481, -0.76375, 0.38394)
H (2.18475, 2.22914, 0.83004)
H (3.38039, 1.18718, 1.53070)
H (0.72959, 2.68772, 2.76287)
H (2.17557, 1.98260, 3.52751)
H (0.55655, 1.25002, 3.90086)
C (-9.43034, -2.91623, -4.58591)
O (-8.13201, -2.44557, -4.81263)
C (-7.19896, -2.88506, -3.85735)
C (-5.87766, -2.11806, -3.93998)
N (-5.46375, -2.01181, -5.34164)
C (-4.04705, -1.95836, -5.59352)
C (-3.16047, -3.20122, -5.54952)
O (-3.66023, -4.08750, -6.55793)
C (-2.68820, -5.03830, -6.95044)
H (-10.08231, -2.42850, -5.31130)
H (-9.81138, -2.66500, -3.58923)
H (-9.43327, -3.99793, -4.77362)
H (-7.09135, -3.98013, -3.83901)
H (-7.68257, -2.85531, -2.86693)
H (-5.15347, -2.65207, -3.30402)
H (-5.82073, -1.10464, -3.52776)
H (-5.95986, -2.76846, -5.80026)
H (-3.67864, -1.28032, -4.80942)
H (-3.77047, -1.40078, -6.49413)
H (-3.25054, -3.59514, -4.52948)
H (-2.11085, -3.05011, -5.81317)
H (-2.06011, -4.57092, -7.71484)
H (-3.13748, -5.89215, -7.46599)
H (-2.23312, -5.47530, -6.05876)
C (5.30823, -7.20644, -1.03689)
O (3.97031, -6.77059, -0.94558)
C (3.80505, -5.36307, -0.94498)
C (3.72366, -4.79618, -2.34416)
N (2.62399, -5.40268, -3.09754)
C (1.28076, -5.24396, -2.60287)
C (0.28976, -5.45064, -3.74421)
O (-1.03608, -5.34077, -3.27518)
C (-1.79243, -6.51094, -3.32430)
H (5.99915, -6.53614, -0.51421)
H (5.58441, -7.23737, -2.09668)
H (5.42055, -8.19199, -0.58778)
H (4.60914, -4.92821, -0.33710)
H (2.87416, -5.20714, -0.39290)
H (4.62158, -4.89254, -2.95317)
H (3.42149, -3.74706, -2.35524)
H (2.76844, -6.35074, -3.40873)
H (1.05816, -4.30274, -2.10307)
H (1.03128, -6.02580, -1.86717)
H (0.43272, -6.38699, -4.29417)
H (0.43905, -4.66451, -4.49526)
H (-1.48505, -7.25421, -2.57495)
H (-1.73524, -7.02874, -4.29133)
H (-2.82534, -6.21355, -3.13424)
C (-8.07553, -6.05989, 5.06887)
O (-7.54253, -5.32875, 3.98942)
C (-7.38685, -3.93243, 4.29690)
C (-6.31875, -3.34665, 3.39971)
N (-6.62632, -3.60153, 2.01604)
C (-5.47914, -3.43152, 1.14762)
C (-5.62523, -3.64091, -0.33519)
O (-5.87398, -5.00063, -0.57766)
C (-5.51865, -5.49071, -1.83858)
H (-7.48814, -6.04084, 5.98616)
H (-8.15108, -7.08826, 4.70399)
H (-9.14112, -5.83041, 5.19000)
H (-6.98547, -3.93314, 5.31450)
H (-8.37376, -3.48787, 4.15599)
H (-5.34985, -3.83954, 3.59236)
H (-6.15959, -2.28310, 3.59984)
H (-7.04977, -4.50073, 1.83306)
H (-4.63406, -4.03453, 1.50804)
H (-5.17534, -2.37609, 1.13746)
H (-4.67167, -3.36030, -0.80491)
H (-6.40842, -2.99122, -0.75434)
H (-6.31317, -5.44157, -2.59344)
H (-5.31081, -6.55689, -1.74576)
H (-4.67658, -5.00059, -2.33971)
C (7.60610, -1.86275, 6.83354)
O (6.26878, -2.24077, 7.22040)
C (5.26227, -1.72108, 6.35565)
C (4.87895, -2.80437, 5.32333)
N (3.60989, -2.44976, 4.69802)
C (3.11551, -3.53409, 3.78682)
C (1.78219, -3.03724, 3.29018)
O (0.90916, -2.81153, 4.37035)
C (-0.30400, -2.21994, 3.98566)
H (8.00704, -1.36551, 7.71651)
H (7.61874, -1.22718, 5.95056)
H (8.18946, -2.76724, 6.65954)
H (5.43734, -0.73222, 5.93028)
H (4.40211, -1.61911, 7.02540)
H (4.84445, -3.76320, 5.84954)
H (5.64490, -2.79399, 4.54308)
H (2.88546, -2.50126, 5.41076)
H (2.90686, -4.38963, 4.44361)
H (3.90700, -3.72995, 3.06757)
H (1.35018, -3.73015, 2.54964)
H (1.89820, -2.17188, 2.62721)
H (-0.94593, -1.91190, 4.80501)
H (-0.75578, -3.00771, 3.36159)
H (-0.29659, -1.39137, 3.26437)
C (3.47009, -1.60542, -9.89578)
O (2.30401, -1.00319, -9.41197)
C (1.16150, -1.85463, -9.55299)
C (-0.02668, -1.21984, -8.86105)
N (0.40257, -0.82427, -7.50683)
C (-0.59744, -0.03677, -6.79899)
C (-0.56348, 1.47293, -7.11095)
O (-1.50529, 2.08173, -6.22204)
C (-2.79539, 2.20288, -6.78530)
H (3.33874, -1.90893, -10.94260)
H (3.76390, -2.54246, -9.40350)
H (4.32211, -0.93494, -9.80714)
H (1.34094, -2.76706, -8.97283)
H (1.01470, -2.07428, -10.61155)
H (-0.73353, -2.03705, -8.70684)
H (-0.42498, -0.41591, -9.48759)
H (1.36579, -0.52794, -7.54683)
H (-0.30251, -0.13718, -5.74754)
H (-1.59632, -0.47026, -6.77178)
H (-0.83661, 1.65451, -8.15396)
H (0.41183, 1.89956, -6.88609)
H (-3.15599, 1.28133, -7.24952)
H (-2.75985, 3.00046, -7.53931)
H (-3.43911, 2.56614, -5.98558)
C (-8.05029, 3.17094, 8.08117)
O (-8.50665, 4.50324, 7.87570)
C (-7.53342, 5.49067, 7.70164)
C (-6.79922, 5.39800, 6.35301)
N (-5.68457, 4.43345, 6.26183)
C (-4.80860, 4.42124, 7.43344)
C (-3.67265, 3.45252, 7.22423)
O (-3.16727, 3.68280, 5.91535)
C (-2.09965, 2.85310, 5.53514)
H (-8.88826, 2.48213, 8.06140)
H (-7.55704, 3.13265, 9.05862)
H (-7.31444, 2.95883, 7.30052)
H (-6.83548, 5.64255, 8.53201)
H (-8.06124, 6.44580, 7.68766)
H (-6.35555, 6.36906, 6.09153)
H (-7.52273, 5.16925, 5.56921)
H (-5.10052, 4.72585, 5.48985)
H (-5.37454, 4.04672, 8.28752)
H (-4.42358, 5.42861, 7.63992)
H (-3.97713, 2.41451, 7.38910)
H (-2.84687, 3.65449, 7.91627)
H (-1.32541, 2.96301, 6.30697)
H (-1.64585, 2.94854, 4.55232)
H (-2.39368, 1.79867, 5.62712)
C (-1.95236, 0.36104, 0.96242)
C (-3.24653, -0.26816, 1.44254)
O (-2.88432, -1.47929, 2.10053)
H (-1.23846, 0.76592, 1.68252)
H (-2.36280, 1.19953, 0.38533)
H (-1.33063, -0.33089, 0.39196)
H (-3.95247, -0.41405, 0.62223)
H (-3.71076, 0.47345, 2.10588)
H (-3.28875, -1.44091, 2.97218)